Entry 1:
{
  "formula": "C4H9N2S",
  "method": "ωB97M-V/def2-TZVPD",
  "total_charge": 1,
  "lumo_ev": -3.68,
  "smiles": "CC1=N[C@@H](S)[NH2+]C1",
  "homo_energy_ev": -14.04,
  "spin_multiplicity": 1,
  "e_above_lowest_kj_mol": 257.76,
  "e_tot_ev": -18100.855,
  "elements": ["C", "C", "N", "C", "S", "N", "C", "H", "H", "H", "H", "H", "H", "H", "H", "H"],
  "coordinates": [[-2.092, 0.210, -0.373], [-0.688, 0.268, 0.090], [-0.285, 0.629, 1.212], [1.357, 0.402, 1.239], [1.946, -0.414, 2.659], [1.522, -0.435, 0.022], [0.365, -0.160, -0.832], [-2.624, 0.570, 0.513], [-2.288, -0.782, -0.680], [-2.068, 0.957, -1.134], [1.768, 1.391, 0.897], [0.729, 0.054, 3.167], [1.632, -1.372, 0.266], [2.477, -0.202, -0.330], [-0.051, -0.892, -1.531], [0.609, 0.780, -1.337]],
  "forces_ev_per_a": [[1.2, 1.6, 2.1], [0.1, -1.1, 0.4], [3.1, 0.0, 2.2], [-3.3, 2.2, -2.0], [-1.4, 0.7, 1.3], [1.8, 0.9, -1.0], [-0.1, 1.0, -1.8], [-0.7, -0.3, -0.6], [-0.7, -0.8, -0.5], [-0.9, 0.3, -1.1], [-0.1, -0.7, 1.0], [1.1, -0.8, 0.4], [-0.4, -2.5, 0.8], [-1.0, 0.0, -0.6], [1.1, -0.3, 0.1], [0.1, -0.3, -0.7]]
}

Entry 2:
{
  "formula": "C19H29BBeN6O2",
  "method": "ωB97M-V/def2-TZVPD",
  "lumo_ev": 0.60,
  "homo_energy_ev": -9.12,
  "spin_multiplicity": 1,
  "e_tot_ev": -34294.492,
  "elements": ["Be", "C", "C", "C", "C", "C", "C", "N", "N", "B", "N", "C", "C", "C", "N", "C", "C", "C", "N", "C", "C", "C", "N", "C", "C", "C", "H", "H", "H", "H", "H", "H", "H", "H", "H", "H", "H", "H", "H", "H", "H", "H", "H", "H", "H", "H", "H", "H", "H", "H", "H", "H", "H", "H", "O", "C", "O", "H"],
  "coordinates": [[0.079, 0.130, -0.039], [-3.020, -2.805, -1.484], [-1.572, -2.738, -0.996], [-0.882, -4.099, -1.119], [-1.510, -2.240, 0.420], [-2.035, -2.803, 1.596], [-1.676, -1.932, 2.607], [-0.990, -0.916, 2.070], [-0.883, -1.105, 0.723], [-0.289, 0.334, 2.681], [-0.857, 1.571, 1.948], [-1.578, 2.620, 2.353], [-1.951, 3.344, 1.239], [-1.423, 2.642, 0.142], [-0.745, 1.578, 0.587], [-1.591, 2.971, -1.315], [-0.770, 4.210, -1.690], [-3.072, 3.159, -1.655], [1.210, 0.251, 2.280], [2.299, 0.353, 3.047], [3.404, 0.135, 2.254], [2.902, -0.103, 0.962], [1.565, -0.028, 0.983], [3.735, -0.499, -0.238], [2.941, -1.179, -1.352], [4.874, -1.420, 0.222], [-3.057, -3.163, -2.515], [-3.609, -3.488, -0.865], [-3.492, -1.820, -1.448], [-1.034, -2.015, -1.609], [-1.390, -4.851, -0.506], [-0.898, -4.440, -2.157], [0.159, -4.044, -0.793], [-2.601, -3.718, 1.694], [-1.869, -1.968, 3.669], [-0.426, 0.401, 3.873], [-1.775, 2.783, 3.404], [-2.541, 4.248, 1.220], [-1.227, 2.128, -1.890], [-1.070, 5.070, -1.085], [0.298, 4.041, -1.534], [-0.924, 4.460, -2.742], [-3.492, 4.011, -1.110], [-3.191, 3.350, -2.724], [-3.654, 2.272, -1.397], [2.213, 0.555, 4.105], [4.435, 0.130, 2.568], [4.192, 0.409, -0.638], [2.288, -1.961, -0.949], [2.321, -0.486, -1.911], [3.632, -1.644, -2.058], [4.469, -2.317, 0.698], [5.467, -1.727, -0.640], [5.544, -0.933, 0.931], [0.570, 0.784, -3.675], [0.783, 0.839, -2.483], [0.193, 0.104, -1.576], [1.520, 1.556, -2.085]],
  "forces_ev_per_a": [[0.1, 0.1, -0.2], [0.0, 0.0, 0.0], [0.0, 0.0, 0.1], [0.0, 0.0, 0.0], [0.0, 0.1, 0.0], [0.0, -0.1, 0.0], [0.0, 0.0, -0.1], [0.2, 0.1, -0.2], [-0.1, -0.1, 0.4], [0.1, 0.0, -0.1], [0.0, -0.2, -0.2], [0.1, 0.0, -0.1], [-0.1, 0.1, 0.0], [0.0, 0.0, 0.1], [-0.1, 0.1, 0.5], [0.0, 0.1, 0.1], [0.0, 0.0, 0.0], [0.0, 0.1, 0.0], [-0.1, -0.2, -0.1], [-0.1, -0.1, -0.1], [0.1, 0.0, -0.1], [0.0, -0.2, 0.0], [-0.1, 0.5, 0.5], [-0.1, -0.1, 0.1], [0.0, -0.1, 0.0], [0.0, 0.0, 0.0], [0.0, 0.0, 0.1], [0.0, 0.0, 0.0], [0.0, -0.1, 0.0], [0.0, 0.0, 0.0], [0.0, 0.0, 0.0], [0.0, 0.0, 0.1], [-0.1, 0.0, 0.0], [0.1, 0.1, 0.0], [0.0, 0.0, -0.1], [0.0, 0.0, -0.1], [0.0, 0.0, -0.1], [0.1, -0.1, 0.0], [0.1, -0.2, -0.1], [0.0, 0.0, 0.0], [-0.1, 0.0, 0.0], [0.0, 0.0, 0.0], [0.0, 0.0, 0.0], [0.0, 0.0, 0.1], [0.0, 0.0, 0.0], [0.0, 0.0, -0.1], [-0.1, 0.0, 0.0], [0.0, 0.1, -0.1], [0.1, 0.1, 0.0], [0.3, -0.3, 0.2], [0.0, 0.0, 0.0], [0.0, 0.0, 0.0], [0.0, 0.0, 0.0], [0.0, 0.0, 0.0], [0.1, 0.0, 0.4], [-0.5, 0.0, -0.1], [-0.2, 0.1, -0.3], [0.1, 0.1, 0.1]]
}

Entry 3:
{
  "formula": "C38H31F6NO5P2",
  "method": "ωB97M-V/def2-TZVPD",
  "lumo_ev": -0.42,
  "smiles": "O=C1NC(=O)c2c(PP(=O)(O)O)cc(F)cc21.Fc1ccccc1.Fc1ccccc1.Fc1ccccc1.Fc1ccccc1.Fc1ccccc1",
  "homo_energy_ev": -9.01,
  "spin_multiplicity": 1,
  "e_tot_ev": -86520.330,
  "elements": ["O", "C", "N", "C", "O", "C", "C", "P", "P", "O", "O", "O", "C", "C", "F", "C", "C", "H", "H", "H", "H", "H", "H", "F", "C", "C", "C", "C", "C", "C", "H", "H", "H", "H", "H", "F", "C", "C", "C", "C", "C", "C", "H", "H", "H", "H", "H", "F", "C", "C", "C", "C", "C", "C", "H", "H", "H", "H", "H", "F", "C", "C", "C", "C", "C", "C", "H", "H", "H", "H", "H", "F", "C", "C", "C", "C", "C", "C", "H", "H", "H", "H", "H"],
  "coordinates": [[-1.482, -1.387, 1.425], [-1.473, -1.138, 0.250], [-0.603, -1.712, -0.729], [-1.332, -1.761, -1.959], [-1.158, -2.630, -2.772], [-2.271, -0.567, -1.942], [-2.927, 0.087, -2.947], [-2.733, -0.390, -4.699], [-0.598, -0.715, -5.079], [0.208, -0.236, -3.939], [-0.290, -2.253, -5.449], [-0.135, 0.146, -6.372], [-3.753, 1.138, -2.570], [-3.853, 1.451, -1.245], [-4.667, 2.450, -0.877], [-3.177, 0.805, -0.243], [-2.363, -0.235, -0.588], [0.320, -1.296, -0.775], [-3.403, -1.620, -4.901], [0.354, -2.539, -4.783], [0.771, -0.152, -6.543], [-4.306, 1.692, -3.323], [-3.281, 1.118, 0.789], [-1.397, 2.684, 0.061], [-0.225, 3.004, 0.653], [0.694, 3.758, -0.045], [1.896, 4.088, 0.567], [2.162, 3.654, 1.858], [1.226, 2.891, 2.545], [0.020, 2.567, 1.940], [0.470, 4.080, -1.054], [2.624, 4.685, 0.035], [3.101, 3.911, 2.329], [1.435, 2.549, 3.548], [-0.727, 1.980, 2.460], [-3.719, 2.900, -6.018], [-2.564, 3.492, -5.649], [-2.509, 4.870, -5.577], [-1.323, 5.478, -5.192], [-0.209, 4.703, -4.893], [-0.282, 3.318, -4.975], [-1.468, 2.706, -5.351], [-3.385, 5.456, -5.821], [-1.267, 6.556, -5.124], [0.717, 5.179, -4.596], [0.584, 2.711, -4.747], [-1.542, 1.626, -5.411], [3.003, -6.825, 0.080], [2.445, -5.956, 0.944], [2.932, -5.885, 2.235], [2.360, -4.986, 3.123], [1.304, -4.181, 2.714], [0.824, -4.270, 1.415], [1.401, -5.159, 0.520], [3.750, -6.527, 2.536], [2.736, -4.914, 4.135], [0.855, -3.483, 3.410], [-0.001, -3.646, 1.098], [1.045, -5.237, -0.500], [-4.788, -8.659, 1.195], [-3.644, -8.037, 1.545], [-3.602, -6.657, 1.546], [-2.425, -6.019, 1.911], [-1.308, -6.766, 2.258], [-1.367, -8.153, 2.248], [-2.545, -8.796, 1.893], [-4.481, -6.093, 1.264], [-2.379, -4.937, 1.923], [-0.392, -6.266, 2.539], [-0.495, -8.735, 2.515], [-2.614, -9.876, 1.887], [2.314, 4.682, 4.574], [3.459, 5.298, 4.925], [3.505, 6.678, 4.934], [4.684, 7.310, 5.300], [5.800, 6.558, 5.641], [5.737, 5.172, 5.622], [4.557, 4.534, 5.267], [2.626, 7.246, 4.656], [4.732, 8.391, 5.318], [6.720, 7.054, 5.922], [6.607, 4.585, 5.885], [4.485, 3.454, 5.254]],
  "forces_ev_per_a": [[0.1, 0.5, -0.6], [0.0, 0.7, -0.7], [-0.4, -0.8, 0.7], [0.8, 0.5, -0.8], [-0.3, 0.6, 0.2], [1.1, -1.7, 1.3], [0.4, -0.9, -0.2], [-1.0, 0.9, -1.5], [1.0, -0.1, 0.9], [-0.1, -0.1, 0.5], [0.0, 0.8, -0.3], [-0.9, -1.0, 0.0], [-0.1, 0.1, -1.1], [-0.5, 0.5, 0.4], [-0.1, 0.2, -0.1], [-0.1, -0.2, 1.3], [-0.5, -0.1, -0.3], [0.2, -0.4, 0.0], [0.6, -0.1, 0.5], [-0.2, -0.3, 0.1], [0.0, 0.2, -0.2], [0.1, 0.1, 0.2], [-0.1, 0.0, -0.1], [0.1, 0.2, 0.0], [0.4, 0.1, 0.2], [-0.1, 0.1, -0.3], [0.0, -0.1, 0.2], [0.1, 0.0, -0.1], [0.0, 0.0, -0.3], [-0.2, -0.2, 0.1], [0.0, 0.0, 0.0], [0.0, 0.0, 0.0], [0.0, 0.0, 0.0], [0.0, 0.0, 0.0], [0.0, 0.0, 0.0], [0.0, 0.0, 0.0], [0.3, 0.1, 0.1], [-0.2, 0.1, 0.0], [0.1, -0.2, 0.0], [0.1, 0.0, 0.0], [0.0, 0.2, 0.0], [0.0, -0.3, 0.1], [0.0, 0.0, 0.0], [0.0, 0.0, 0.0], [0.0, 0.0, 0.0], [-0.1, -0.1, 0.0], [-0.1, 0.7, -0.1], [0.0, 0.0, 0.0], [-0.2, 0.2, 0.2], [0.2, -0.2, 0.1], [-0.1, 0.0, -0.1], [0.0, 0.1, 0.1], [0.1, 0.0, 0.1], [-0.1, 0.0, -0.3], [0.0, 0.0, 0.0], [0.0, 0.0, 0.0], [0.0, 0.0, 0.0], [0.0, 0.0, 0.0], [0.0, 0.0, 0.0], [0.0, 0.0, 0.0], [0.3, 0.2, 0.1], [-0.2, 0.1, -0.1], [0.1, -0.2, 0.0], [0.1, 0.0, 0.1], [-0.1, 0.1, 0.0], [0.0, -0.2, 0.0], [0.0, 0.0, 0.0], [0.0, 0.0, 0.0], [0.0, 0.0, 0.0], [0.0, 0.0, 0.0], [0.0, 0.0, 0.0], [0.0, 0.1, 0.2], [0.3, 0.2, 0.1], [-0.2, 0.2, -0.1], [0.1, -0.2, 0.0], [0.1, 0.1, 0.0], [-0.1, 0.1, 0.0], [0.0, -0.3, 0.0], [0.0, 0.0, 0.0], [0.0, 0.0, 0.0], [0.0, 0.0, 0.0], [0.0, 0.0, 0.0], [0.0, 0.0, 0.0]]
}

Entry 4:
{
  "formula": "C5H12O4",
  "method": "ωB97M-V/def2-TZVPD",
  "lumo_ev": 0.72,
  "smiles": "COCCCOC=O.O",
  "homo_energy_ev": -10.17,
  "spin_multiplicity": 1,
  "e_above_lowest_kj_mol": 189.63,
  "e_tot_ev": -13568.180,
  "elements": ["C", "O", "C", "C", "C", "O", "C", "O", "H", "H", "H", "H", "H", "H", "H", "H", "H", "H", "O", "H", "H"],
  "coordinates": [[-0.051, 2.533, -3.079], [-0.245, 2.881, -1.754], [0.471, 2.021, -0.815], [-0.189, 0.575, -0.643], [0.390, -0.333, 0.436], [-0.548, -1.336, 0.789], [-1.081, -1.183, 2.041], [-1.687, -2.071, 2.568], [0.976, 2.531, -3.479], [-0.636, 3.300, -3.615], [-0.506, 1.547, -3.271], [0.291, 2.532, 0.150], [1.562, 2.027, -1.001], [-1.218, 0.766, -0.282], [-0.264, -0.003, -1.584], [0.707, 0.286, 1.297], [1.303, -0.739, -0.041], [-0.792, -0.218, 2.503], [0.631, -5.277, 2.963], [1.090, -5.081, 3.811], [-0.203, -4.756, 3.006]],
  "forces_ev_per_a": [[-1.1, -0.1, -1.3], [1.4, -1.0, 1.9], [-1.2, -0.2, 0.6], [-0.9, 1.1, -0.3], [1.3, 1.3, -1.2], [0.1, 0.3, 0.9], [0.5, -1.2, -0.3], [0.1, 0.9, -0.3], [0.0, 0.1, 0.6], [0.3, -0.5, -0.2], [0.2, 0.2, -0.2], [0.3, -0.2, -0.4], [-0.5, -0.2, -0.2], [0.2, 0.1, -0.6], [0.1, 0.4, 0.4], [-0.2, -0.5, -0.1], [-0.4, -0.6, 0.9], [-0.3, -0.2, 0.0], [-0.3, 0.7, 0.9], [-0.6, -0.2, -0.9], [0.8, -0.5, 0.0]]
}